Record 1
{
  "formula": "C19H22BeFNO3",
  "method": "wB97M-V/def2-TZVPD",
  "charge": -2,
  "de_lowest_kcal_mol": 0.0,
  "total_energy_ev": -30814.5410,
  "gap_ev": 4.820,
  "symbols": ["Be", "C", "C", "C", "C", "C", "C", "C", "C", "C", "C", "C", "C", "N", "C", "C", "C", "C", "C", "C", "F", "H", "H", "H", "H", "H", "H", "H", "H", "H", "H", "H", "H", "H", "H", "H", "H", "H", "H", "H", "H", "H", "O", "O", "C", "O", "H"],
  "coordinates": [[0.367, 0.380, -0.322], [-0.526, 3.539, 2.075], [-1.500, 2.435, 1.673], [-2.623, 2.251, 2.694], [-2.074, 2.662, 0.289], [-2.651, 3.877, -0.056], [-3.166, 4.100, -1.326], [-3.086, 3.095, -2.277], [-2.527, 1.861, -1.965], [-2.396, 0.789, -3.028], [-1.405, 1.224, -4.110], [-3.747, 0.413, -3.638], [-2.043, 1.630, -0.667], [-1.465, 0.387, -0.339], [-2.289, -0.590, 0.042], [-3.709, -0.523, 0.122], [-4.479, -1.603, 0.533], [-3.908, -2.815, 0.892], [-2.510, -2.920, 0.831], [-1.758, -1.855, 0.425], [-0.409, -1.985, 0.387], [-0.177, 3.367, 3.097], [-0.969, 4.543, 2.035], [0.341, 3.470, 1.416], [-0.867, 1.541, 1.609], [-3.227, 3.162, 2.794], [-2.209, 2.012, 3.678], [-3.289, 1.436, 2.401], [-2.688, 4.672, 0.682], [-3.609, 5.057, -1.579], [-3.457, 3.277, -3.281], [-1.973, -0.089, -2.543], [-1.749, 2.134, -4.614], [-1.284, 0.439, -4.862], [-0.429, 1.421, -3.666], [-4.188, 1.252, -4.184], [-4.449, 0.104, -2.861], [-3.630, -0.417, -4.341], [-4.194, 0.409, -0.140], [-5.558, -1.485, 0.574], [-4.513, -3.653, 1.213], [-1.995, -3.834, 1.103], [1.070, 1.121, 0.668], [2.653, -1.160, -2.401], [1.476, -0.881, -2.578], [0.620, -0.352, -1.799], [1.043, -1.103, -3.586]],
  "nbo_charge": [1.6877, -0.6028, -0.2990, -0.5955, -0.0181, -0.2268, -0.2539, -0.2354, -0.0607, -0.2542, -0.5966, -0.5954, 0.2769, -0.8268, 0.2300, -0.3633, -0.2156, -0.3445, -0.2741, 0.3165, -0.3297, 0.1868, 0.1545, 0.2721, 0.3166, 0.1703, 0.1902, 0.2115, 0.1896, 0.1810, 0.1837, 0.2518, 0.1755, 0.1880, 0.2396, 0.1775, 0.2145, 0.1902, 0.2078, 0.1818, 0.1823, 0.2002, -1.7538, -0.7041, 0.6742, -0.9076, 0.0069]
}


Record 2
{
  "formula": "C3H5IO",
  "method": "wB97M-V/def2-TZVPD",
  "smiles": "C=CC=O.I",
  "charge": 0,
  "de_lowest_kcal_mol": 19.1,
  "total_energy_ev": -13338.5451,
  "gap_ev": 10.024,
  "symbols": ["C", "C", "C", "O", "I", "H", "H", "H", "H", "H"],
  "coordinates": [[2.168, 0.038, 0.201], [1.159, 0.599, -0.467], [-0.204, 0.098, -0.207], [-0.405, -0.942, 0.361], [-4.657, -0.080, 0.336], [3.210, 0.243, 0.141], [1.896, -0.743, 0.958], [1.415, 1.300, -1.356], [-1.032, 0.736, -0.707], [-3.550, -1.250, 0.740]],
  "nbo_charge": [-0.2774, -0.3485, 0.4010, -0.5230, -0.1253, 0.2024, 0.2114, 0.2208, 0.1136, 0.1250]
}


Record 3
{
  "formula": "C5H9P",
  "method": "wB97M-V/def2-TZVPD",
  "smiles": "C=P#CC(C)C",
  "charge": 0,
  "de_lowest_kcal_mol": 81.0,
  "total_energy_ev": -14614.8072,
  "gap_ev": [7.378, 7.313],
  "symbols": ["C", "C", "C", "C", "C", "P", "H", "H", "H", "H", "H", "H", "H", "H", "H"],
  "coordinates": [[0.402, -0.881, -0.502], [2.237, -0.486, -3.146], [0.043, -0.596, 1.852], [-1.209, 0.906, 0.217], [-0.618, -0.483, 0.470], [1.023, -0.272, -1.886], [2.923, 0.344, -3.209], [1.819, -0.842, -4.076], [0.952, 0.002, 1.879], [0.315, -1.632, 2.054], [-0.622, -0.251, 2.640], [-1.944, 1.156, 0.977], [-1.699, 0.928, -0.755], [-0.419, 1.652, 0.228], [-1.431, -1.219, 0.416]],
  "nbo_charge": [-0.4315, -0.9096, -0.5865, -0.5889, -0.3395, 0.9050, 0.2296, 0.2278, 0.2106, 0.2175, 0.2078, 0.2072, 0.2122, 0.2080, 0.2302]
}


Record 4
{
  "formula": "CuF2O4PPb2",
  "method": "wB97M-V/def2-TZVPD",
  "charge": 0,
  "de_lowest_kcal_mol": 0.0,
  "total_energy_ev": -78042.6095,
  "gap_ev": 3.784,
  "symbols": ["Cu", "Pb", "Pb", "P", "O", "O", "O", "O", "F", "F"],
  "coordinates": [[-0.734, -1.518, 1.058], [0.589, 0.574, -3.050], [-3.275, -0.523, -2.385], [1.424, 0.379, 1.256], [2.295, 1.564, 1.414], [2.324, -0.767, 1.651], [1.476, -0.404, -0.100], [-0.073, 0.454, 1.721], [-2.983, 0.978, -0.171], [-1.043, -0.738, -1.394]],
  "nbo_charge": [0.9381, 0.7000, 1.1801, 2.4081, -1.0313, -0.6100, -0.7320, -1.1842, -0.8136, -0.8552]
}


Record 5
{
  "formula": "C24H76N6O11",
  "method": "wB97M-V/def2-TZVPD",
  "smiles": "COC[C@H](C)N.COC[C@H](C)N.COC[C@H](C)N.COC[C@H](C)N.COC[C@H](C)N.COC[C@H](C)N.O.O.O.O.O",
  "charge": 0,
  "de_lowest_kcal_mol": 35.7,
  "total_energy_ev": -57580.2580,
  "gap_ev": 9.165,
  "symbols": ["C", "C", "C", "O", "C", "N", "H", "H", "H", "H", "H", "H", "H", "H", "H", "H", "H", "C", "C", "C", "O", "C", "N", "H", "H", "H", "H", "H", "H", "H", "H", "H", "H", "H", "C", "C", "C", "O", "C", "N", "H", "H", "H", "H", "H", "H", "H", "H", "H", "H", "H", "C", "C", "C", "O", "C", "N", "H", "H", "H", "H", "H", "H", "H", "H", "H", "H", "H", "C", "C", "C", "O", "C", "N", "H", "H", "H", "H", "H", "H", "H", "H", "H", "H", "H", "C", "C", "C", "O", "C", "N", "H", "H", "H", "H", "H", "H", "H", "H", "H", "H", "H", "O", "H", "H", "O", "H", "H", "O", "H", "H", "O", "H", "H", "O", "H", "H"],
  "coordinates": [[-2.973, -1.390, 2.990], [-4.486, -1.128, 2.976], [-5.018, -0.520, 4.282], [-4.747, -1.401, 5.350], [-5.591, -1.098, 6.436], [-4.809, -0.436, 1.732], [-2.550, -1.741, 3.931], [-2.478, -0.465, 2.679], [-2.642, -2.139, 2.266], [-4.964, -2.109, 2.919], [-6.100, -0.377, 4.167], [-4.584, 0.473, 4.465], [-5.250, -1.666, 7.302], [-6.612, -1.494, 6.324], [-5.736, -0.047, 6.696], [-5.827, -0.464, 1.634], [-4.714, 0.581, 1.732], [3.876, -2.950, 2.140], [4.347, -2.032, 3.238], [5.835, -2.157, 3.541], [6.245, -3.532, 3.660], [6.055, -4.099, 4.919], [3.993, -0.641, 2.987], [4.218, -3.976, 2.226], [4.115, -2.501, 1.172], [2.781, -2.947, 2.143], [3.882, -2.303, 4.194], [6.111, -1.599, 4.440], [6.441, -1.833, 2.692], [6.455, -5.116, 4.899], [5.006, -4.257, 5.205], [6.556, -3.587, 5.748], [4.116, -0.256, 2.064], [4.364, -0.011, 3.682], [-3.765, -1.251, -4.524], [-2.465, -0.653, -5.044], [-2.356, 0.817, -4.657], [-1.293, 1.538, -5.246], [-1.219, 2.892, -4.861], [-1.352, -1.433, -4.455], [-4.597, -0.610, -4.835], [-3.794, -1.207, -3.432], [-3.965, -2.260, -4.872], [-2.420, -0.657, -6.137], [-2.269, 0.859, -3.559], [-3.239, 1.400, -4.958], [-0.205, 3.297, -4.830], [-1.576, 3.080, -3.842], [-1.777, 3.475, -5.599], [-0.521, -0.936, -4.785], [-1.392, -1.227, -3.457], [-0.343, 2.536, 0.031], [-0.880, 1.510, -0.941], [-0.415, 0.124, -0.610], [0.953, -0.040, -0.916], [1.476, -1.281, -0.484], [-2.344, 1.603, -0.818], [-0.637, 2.300, 1.060], [-0.642, 3.580, -0.073], [0.749, 2.532, 0.064], [-0.486, 1.768, -1.930], [-1.059, -0.675, -1.006], [-0.534, -0.116, 0.463], [0.983, -2.126, -0.971], [1.312, -1.296, 0.600], [2.544, -1.366, -0.670], [-2.836, 0.735, -1.019], [-2.536, 1.709, 0.177], [-2.576, 6.752, 1.743], [-2.097, 5.339, 1.991], [-0.648, 5.332, 2.459], [-0.284, 4.024, 2.905], [1.069, 3.980, 3.296], [-2.965, 4.714, 3.041], [-2.837, 7.390, 2.588], [-3.264, 6.825, 0.901], [-1.759, 7.386, 1.360], [-2.171, 4.674, 1.131], [-0.480, 5.978, 3.333], [0.048, 5.656, 1.677], [1.778, 4.496, 2.639], [1.372, 2.937, 3.355], [1.203, 4.471, 4.267], [-2.415, 3.909, 3.335], [-3.021, 5.329, 3.845], [5.474, -3.482, -4.675], [4.317, -3.868, -3.709], [4.125, -2.824, -2.603], [5.102, -2.809, -1.597], [5.386, -4.007, -0.906], [3.094, -4.084, -4.537], [5.185, -2.753, -5.427], [5.878, -4.424, -5.050], [6.334, -3.057, -4.146], [4.477, -4.834, -3.225], [3.146, -2.852, -2.114], [4.082, -1.842, -3.085], [6.148, -3.729, -0.181], [5.804, -4.760, -1.579], [4.500, -4.400, -0.401], [2.903, -3.153, -4.905], [3.410, -4.656, -5.311], [1.256, 0.637, -4.395], [0.412, 1.121, -4.501], [1.347, 0.499, -3.442], [1.207, -4.428, -2.233], [1.687, -3.871, -2.873], [0.275, -4.274, -2.426], [-1.743, 5.784, -2.082], [-2.283, 5.267, -1.443], [-2.146, 5.593, -2.931], [-3.745, 4.139, -1.417], [-4.269, 4.302, -0.622], [-3.403, 3.224, -1.309], [-3.651, -1.477, -0.790], [-3.675, -2.435, -0.704], [-4.008, -1.142, 0.060]],
  "mulliken_charge": [-1.2068, 0.2021, -0.5709, -0.3228, -0.8159, -0.5347, 0.4360, 0.1454, 0.2961, 0.2016, 0.3742, 0.3192, 0.2828, 0.3123, 0.3201, 0.2914, 0.1729, -1.0113, 0.5449, -0.8734, -0.3076, -0.7750, -0.5169, 0.4779, 0.0359, 0.2759, 0.1287, 0.4318, 0.2907, 0.2796, 0.3047, 0.3116, 0.2025, 0.2246, -1.1792, 0.2218, 0.0664, -0.5113, -0.6683, -0.7054, 0.3779, 0.0861, 0.3593, 0.3570, -0.2778, 0.4439, 0.3344, 0.1723, 0.3762, 0.3795, 0.2649, -2.2605, 1.3365, -0.4235, -0.3226, -0.7398, -0.2358, 0.5053, 0.2275, 0.4817, -0.2807, 0.3736, 0.0939, 0.4090, 0.3858, 0.0754, 0.0610, 0.2936, -1.4362, 1.7305, -1.1455, -0.2497, -0.8857, -0.8228, 0.3826, 0.3042, 0.3770, -0.7158, 0.5120, 0.4659, 0.3529, 0.2545, 0.3266, 0.3377, 0.2857, -1.4895, 0.5320, -0.0930, -0.4321, -0.7908, -0.6748, 0.3726, 0.4067, 0.3400, 0.3356, -0.4075, 0.3925, 0.2400, 0.3572, 0.3170, 0.2638, 0.2976, -0.7241, 0.3347, 0.3558, -0.5866, 0.3051, 0.3103, -0.6552, 0.3495, 0.3119, -0.7810, 0.2741, 0.3824, -0.5971, 0.3179, 0.3551]
}


Record 6
{
  "formula": "C16H24F9O9",
  "method": "wB97M-V/def2-TZVPD",
  "charge": -1,
  "total_energy_ev": -59865.0839,
  "gap_ev": 3.194,
  "symbols": ["C", "C", "C", "C", "F", "F", "C", "F", "F", "C", "F", "F", "C", "F", "F", "F", "H", "H", "H", "H", "H", "H", "C", "O", "C", "O", "O", "C", "H", "H", "H", "H", "H", "H", "C", "O", "C", "O", "O", "C", "H", "H", "H", "H", "H", "H", "C", "O", "C", "O", "O", "C", "H", "H", "H", "H", "H", "H"],
  "coordinates": [[0.114, -2.950, 3.617], [0.182, -1.867, 2.541], [-0.239, -0.488, 3.018], [-1.431, -0.353, 3.936], [-1.575, 1.013, 4.170], [-1.290, -0.903, 5.165], [-2.823, -0.731, 3.355], [-3.777, -0.132, 4.135], [-2.918, -0.165, 2.118], [-3.260, -2.214, 3.254], [-2.930, -2.925, 4.342], [-2.763, -2.770, 2.122], [-4.831, -2.307, 3.137], [-5.425, -2.181, 4.325], [-5.335, -1.391, 2.303], [-5.158, -3.521, 2.648], [0.594, -2.563, 4.528], [0.737, -3.792, 3.294], [1.214, -1.739, 2.169], [-0.376, -2.173, 1.657], [0.576, 0.010, 3.531], [-0.476, 0.133, 2.156], [1.502, -3.032, -2.584], [2.734, -3.748, -2.446], [2.953, -4.178, -1.201], [2.234, -4.007, -0.261], [4.117, -4.835, -1.183], [4.457, -5.340, 0.110], [1.432, -2.734, -3.627], [0.657, -3.668, -2.330], [1.495, -2.147, -1.952], [3.706, -6.046, 0.457], [4.554, -4.528, 0.827], [5.412, -5.846, -0.002], [0.926, 0.727, -4.239], [0.054, 1.642, -3.575], [-0.647, 1.094, -2.578], [-0.604, -0.052, -2.234], [-1.400, 2.050, -2.039], [-2.205, 1.619, -0.931], [1.429, 1.296, -5.015], [1.663, 0.326, -3.545], [0.359, -0.085, -4.690], [-1.584, 1.251, -0.118], [-2.904, 0.848, -1.246], [-2.755, 2.494, -0.596], [3.232, 6.702, -1.635], [2.293, 6.405, -2.668], [1.131, 5.922, -2.218], [0.849, 5.745, -1.065], [0.351, 5.680, -3.264], [-0.929, 5.129, -2.924], [4.120, 7.081, -2.131], [2.837, 7.462, -0.963], [3.482, 5.805, -1.073], [-1.488, 5.824, -2.299], [-0.818, 4.173, -2.423], [-1.459, 4.982, -3.860]],
  "nbo_charge": [-0.9974, -0.4232, -0.4557, 0.6621, -0.3665, -0.3140, 0.5752, -0.3285, -0.3268, 0.5759, -0.2769, -0.2963, 0.9196, -0.3084, -0.3166, -0.3185, 0.1242, 0.1407, 0.1434, 0.1722, 0.2165, 0.2035, -0.2572, -0.5070, 0.9654, -0.6054, -0.5058, -0.2569, 0.1798, 0.1980, 0.2074, 0.1965, 0.1995, 0.1830, -0.2552, -0.5035, 0.9791, -0.6278, -0.5102, -0.2571, 0.1923, 0.1954, 0.1892, 0.2117, 0.1959, 0.1941, -0.2553, -0.4995, 0.9759, -0.6385, -0.4949, -0.2643, 0.1894, 0.1905, 0.1953, 0.1839, 0.2220, 0.1898]
}


Record 7
{
  "formula": "CH4N2O",
  "method": "wB97M-V/def2-TZVPD",
  "smiles": "NC(N)=O",
  "charge": 0,
  "de_lowest_kcal_mol": 17.0,
  "total_energy_ev": -6129.7697,
  "gap_ev": 10.300,
  "symbols": ["C", "N", "N", "O", "H", "H", "H", "H"],
  "coordinates": [[0.464, 0.068, 0.112], [-0.250, 1.237, 0.199], [-0.228, -1.163, -0.029], [1.781, -0.065, 0.068], [-1.209, 1.152, 0.219], [0.257, 2.059, 0.083], [-1.168, -1.298, -0.462], [0.353, -1.991, -0.189]],
  "nbo_charge": [0.7664, -0.8189, -0.8681, -0.6842, 0.3919, 0.4155, 0.3842, 0.4131]
}


Record 8
{
  "formula": "C6H3N2O4S2",
  "method": "wB97M-V/def2-TZVPD",
  "smiles": "O=S1=CS(=O)(=O)C([O-])=c2cncnc2=1",
  "charge": -1,
  "de_lowest_kcal_mol": 83.7,
  "total_energy_ev": -39106.0484,
  "gap_ev": [6.210, 6.165],
  "symbols": ["C", "C", "C", "C", "C", "C", "N", "N", "O", "O", "O", "O", "S", "S", "H", "H", "H"],
  "coordinates": [[-1.095, 0.682, -0.589], [-1.106, -1.487, -1.029], [0.292, 0.645, -0.044], [0.682, -0.760, 0.062], [3.184, 0.191, 0.681], [0.890, 1.736, 0.335], [-1.665, -0.321, -1.112], [0.021, -1.747, -0.362], [2.934, 1.609, -1.649], [2.765, -2.288, -0.380], [3.581, 2.687, 0.398], [0.957, 2.856, -0.275], [2.332, -1.296, 0.648], [3.023, 1.544, -0.246], [-1.474, 1.625, -0.750], [-1.609, -2.421, -1.437], [3.580, 0.357, 1.662]],
  "nbo_charge": [0.0881, 0.2093, -0.2787, 0.0515, -1.0748, 0.2521, -0.4543, -0.4386, -0.8905, -0.9781, -0.9263, -0.5514, 1.2468, 2.1388, 0.1812, 0.1643, 0.2605]
}